Record 1
C4H9NO2 in the gas phase. Source: OMol25; level of theory: wB97M-V/def2-TZVPD.

Relative energy (zero: lowest compared OMol25 entry of this formula, charge and spin) in kJ/mol: 79.16
SMILES: C[C@@H](O)CNC=O
Energy in eV: -9879.240
LUMO energy in eV: 0.84

Last column: natural (NBO) charge in e.
Geometry (Å):
C1 -2.15946 -0.66034 -0.04091  -0.6224
C2 -0.78023 -0.31122 -0.56268  0.0877
O1 -0.83971 1.00876 -1.05968  -0.7154
C3 0.27519 -0.40766 0.54204  -0.2411
N1 1.58565 0.01417 0.08443  -0.6357
C4 2.21854 1.14548 0.50881  0.5273
O2 3.34742 1.46210 0.20399  -0.5965
H1 -2.18603 -1.68430 0.34295  0.2105
H2 -2.89905 -0.56540 -0.83988  0.2272
H3 -2.43479 0.02693 0.76522  0.2127
H4 -0.50946 -1.01460 -1.36930  0.1524
H5 0.06014 1.25450 -1.31904  0.4729
H6 -0.02407 0.26053 1.35962  0.2063
H7 0.32532 -1.42706 0.94602  0.2026
H8 2.15143 -0.61957 -0.46467  0.4038
H9 1.56788 1.75693 1.16383  0.1076



Record 2
C4H9NO2 in the gas phase at a distorted geometry. Source: OMol25; level of theory: wB97M-V/def2-TZVPD.

Relative energy (zero: lowest compared OMol25 entry of this formula, charge and spin) in kJ/mol: 235.38
SMILES: CN[C@H](C)C(=O)O
Energy in eV: -9877.621
LUMO energy in eV: 0.63

Last column: natural (NBO) charge in e.
Geometry (Å):
C1 0.19770 -1.76136 -0.45602  -0.4370
N1 -0.75512 -0.72043 -0.29947  -0.6717
C2 -0.47297 0.77757 -0.19465  -0.1579
C3 1.03375 1.09110 -0.44519  -0.6283
C4 -0.69729 1.23485 1.26858  0.7678
O1 -1.25931 2.27491 1.61122  -0.5437
O2 -0.42684 0.15314 2.10577  -0.7217
H1 -0.11503 -2.75240 0.07820  0.2020
H2 1.10730 -1.46578 0.04947  0.2085
H3 0.62539 -2.08471 -1.40508  0.1895
H4 -1.43427 -0.84880 -1.07826  0.3789
H5 -0.99539 1.26504 -1.07997  0.2314
H6 1.34238 0.33093 -1.22824  0.2120
H7 1.22145 2.09913 -0.88121  0.2339
H8 1.62517 0.91744 0.45084  0.2222
H9 -0.99693 -0.51063 1.50401  0.5141



Record 3
C4H9NO2 in the gas phase. Source: OMol25; level of theory: wB97M-V/def2-TZVPD.

Relative energy (zero: lowest compared OMol25 entry of this formula, charge and spin) in kJ/mol: 358.61
Energy in eV: -9876.344
LUMO energy in eV: 0.83

Last column: natural (NBO) charge in e.
Geometry (Å):
C1 2.09078 -0.32543 -1.46161  -0.4161
N1 0.85267 0.20785 -0.90988  -0.6191
C2 0.81273 0.47210 0.39220  0.5939
O1 -0.14531 1.05524 1.04114  -0.4331
C3 -1.49225 0.86221 0.55630  -0.1205
C4 -1.75777 -0.66205 0.66664  -0.0631
O2 -0.68313 -1.33088 0.19422  -0.8648
H1 2.14786 -1.41097 -1.32066  0.2109
H2 2.12965 -0.10138 -2.52985  0.2137
H3 2.95509 0.14535 -0.98304  0.1979
H4 1.74692 0.48697 0.95658  0.1802
H5 -2.11594 1.49768 1.18853  0.1993
H6 -1.53110 1.20769 -0.48410  0.1757
H7 -1.98564 -0.88591 1.73222  0.1315
H8 -2.70456 -0.83154 0.10982  0.1467
H9 0.01212 -0.41470 -1.05894  0.4668



Record 4
C4H9NO2 in the gas phase. Source: OMol25; level of theory: wB97M-V/def2-TZVPD.

Relative energy (zero: lowest compared OMol25 entry of this formula, charge and spin) in kJ/mol: 213.48
SMILES: C/N=C/OCCO
Energy in eV: -9877.848
LUMO energy in eV: 0.94

Last column: natural (NBO) charge in e.
Geometry (Å):
C1 2.08978 -0.29071 -1.33844  -0.4197
N1 0.97989 -0.20818 -0.42232  -0.5737
C2 1.00216 0.55472 0.58776  0.4464
O1 -0.09570 1.10233 1.11057  -0.4899
C3 -1.36374 0.87978 0.44588  -0.1115
C4 -1.81717 -0.58083 0.45732  -0.0949
O2 -1.48377 -1.34158 -0.66846  -0.7369
H1 2.30528 -1.29530 -1.72387  0.2050
H2 1.72788 0.29478 -2.18760  0.2067
H3 3.01680 0.18251 -0.99066  0.1767
H4 1.88164 0.85167 1.17898  0.1532
H5 -2.03418 1.48160 1.06250  0.1990
H6 -1.38354 1.26862 -0.58495  0.1984
H7 -1.43435 -1.02228 1.39258  0.1621
H8 -2.90959 -0.57787 0.51577  0.1852
H9 -0.51725 -1.23391 -0.76376  0.4938



Record 5
C4H9NO2 in the gas phase at a distorted geometry. Source: OMol25; level of theory: wB97M-V/def2-TZVPD.

Relative energy (zero: lowest compared OMol25 entry of this formula, charge and spin) in kJ/mol: 221.12
SMILES: NC(=O)CCCO
Energy in eV: -9877.769
LUMO energy in eV: 0.77

Last column: natural (NBO) charge in e.
Geometry (Å):
N1 -0.39257 -2.01471 1.50586  -0.9278
C1 0.54608 -1.41152 0.68044  0.6986
O1 1.19075 -1.97865 -0.15560  -0.5607
C2 0.61157 0.12693 0.75565  -0.5095
C3 -0.57489 0.64216 -0.12837  -0.4214
C4 -0.11460 0.99543 -1.58893  -0.0734
O2 0.32654 2.30620 -1.59174  -0.6954
H1 -0.99804 -2.62800 0.91483  0.4006
H2 -0.68552 -2.00489 2.52424  0.4290
H3 0.50865 0.47194 1.74621  0.2184
H4 1.46760 0.44173 0.16819  0.2119
H5 -1.26778 -0.16080 0.00464  0.2055
H6 -1.07951 1.61917 0.09718  0.2188
H7 0.55673 0.18990 -1.99218  0.1721
H8 -1.04233 1.04914 -2.04885  0.1780
H9 0.94732 2.35599 -0.89156  0.4552



Record 6
A molecular structure, C4H9NO2. Source: OMol25; level of theory: wB97M-V/def2-TZVPD.

Relative energy (zero: lowest compared OMol25 entry of this formula, charge and spin) in kJ/mol: 432.08
Energy in eV: -9875.582
LUMO energy in eV: 0.49

Last column: natural (NBO) charge in e.
Geometry (Å):
N1 -1.66364 1.08141 0.64123  -0.7991
C1 -1.20606 1.88641 -0.30598  0.5142
O1 -1.73497 2.91670 -0.80996  -0.5254
C2 -0.17936 2.03628 -1.24676  -0.2233
C3 1.52916 -0.64803 -0.30658  -0.6388
C4 0.71549 -1.85395 0.11461  -0.0610
O2 -0.27122 -1.42401 1.05609  -0.7508
H1 -2.60514 1.22647 0.97619  0.4030
H2 -1.17367 0.21216 0.85863  0.4428
H3 0.92414 0.04919 -0.90019  0.2264
H4 0.58857 2.71532 -0.85073  0.1653
H5 2.37653 -0.96159 -0.92459  0.2219
H6 1.92015 -0.13031 0.57579  0.2132
H7 0.23320 -2.31382 -0.75912  0.1672
H8 1.36178 -2.60902 0.58282  0.1641
H9 -0.81495 -2.18321 1.29856  0.4803



Record 7
A molecular structure, C4H9NO2 at a distorted geometry. Source: OMol25; level of theory: wB97M-V/def2-TZVPD.

Relative energy (zero: lowest compared OMol25 entry of this formula, charge and spin) in kJ/mol: 467.86
Energy in eV: -9875.212
LUMO energy in eV: 0.69

Last column: natural (NBO) charge in e.
Geometry (Å):
C1 -0.20256 -0.28013 -0.18258  -0.3040
C2 -1.53709 0.22305 0.31924  -0.5346
C3 -2.65314 -0.75837 0.08148  0.4444
O1 -3.71204 -0.47614 -0.38867  -0.4986
N1 0.92759 1.03381 0.24687  -0.5975
C4 2.19555 0.37439 0.34402  0.0632
O2 2.82272 0.01284 -0.87829  -0.7258
H1 0.22357 -1.04014 0.46286  0.2185
H2 -0.26687 -0.69358 -1.19705  0.2142
H3 -1.77478 1.17014 -0.13980  0.2348
H4 -1.45105 0.42142 1.39561  0.2474
H5 -2.45141 -1.79902 0.38521  0.0997
H6 0.51842 0.79149 -0.67449  0.3617
H7 2.85190 1.05782 0.87891  0.1729
H8 2.14044 -0.53543 0.92256  0.1418
H9 2.36876 0.49786 -1.57587  0.4618



Record 8
C4H9NO2 in the gas phase. Source: OMol25; level of theory: wB97M-V/def2-TZVPD.

Relative energy (zero: lowest compared OMol25 entry of this formula, charge and spin) in kJ/mol: 64.99
SMILES: NC(=O)CCCO
Energy in eV: -9879.387
LUMO energy in eV: 0.65

Last column: natural (NBO) charge in e.
Geometry (Å):
N1 1.48486 0.49683 0.85490  -0.8480
C1 1.38007 -0.84474 0.66467  0.6733
O1 2.29751 -1.61329 0.90898  -0.6301
C2 0.08872 -1.38466 0.05101  -0.5044
C3 -1.13144 -0.48209 -0.19115  -0.4345
C4 -0.89268 0.85389 -0.90310  -0.0778
O2 -0.81266 1.87535 0.09946  -0.7358
H1 2.33949 0.81124 1.28941  0.3982
H2 0.67221 1.10644 0.85073  0.4170
H3 0.40716 -1.83882 -0.89656  0.2305
H4 -0.20666 -2.22850 0.68592  0.2405
H5 -1.83324 -1.07343 -0.79042  0.2198
H6 -1.64614 -0.25672 0.75162  0.2218
H7 0.04045 0.82055 -1.48661  0.1749
H8 -1.72496 1.07656 -1.58709  0.1763
H9 -0.46271 2.68141 -0.30176  0.4783



Record 9
C4H9NO2 in the gas phase at a distorted geometry. Source: OMol25; level of theory: wB97M-V/def2-TZVPD.

Relative energy (zero: lowest compared OMol25 entry of this formula, charge and spin) in kJ/mol: 307.42
SMILES: C[C@@H](CO)NC=O
Energy in eV: -9876.874
LUMO energy in eV: 0.80

Last column: natural (NBO) charge in e.
Geometry (Å):
C1 1.64846 -0.92021 -0.11669  -0.6109
C2 0.32353 -0.25632 0.26637  -0.0901
C3 0.48913 1.18889 0.69676  -0.0574
O1 -0.61710 1.68490 1.39799  -0.7273
N1 -0.60388 -0.33657 -0.83844  -0.6966
C4 -2.04736 -0.33593 -0.78659  0.4782
O2 -2.72720 0.24325 0.03757  -0.5607
H1 1.50269 -1.94449 -0.47819  0.2201
H2 2.31533 -0.95687 0.75157  0.2231
H3 2.15676 -0.34933 -0.90452  0.2047
H4 -0.13605 -0.81427 1.09667  0.2074
H5 1.35303 1.26506 1.35756  0.1745
H6 0.70787 1.77870 -0.21305  0.1471
H7 -1.43351 1.38920 0.95758  0.4869
H8 -0.25648 -0.13123 -1.77059  0.3929
H9 -1.78753 -1.29195 -1.32802  0.2081



Record 10
A molecular structure, C4H9NO2. Source: OMol25; level of theory: wB97M-V/def2-TZVPD.

Relative energy (zero: lowest compared OMol25 entry of this formula, charge and spin) in kJ/mol: 603.48
Energy in eV: -9873.806
LUMO energy (spin up / spin down) in eV: -0.17 / -0.17

Last column: natural (NBO) charge in e.
Geometry (Å):
C1 -0.63285 -1.19423 0.26132  0.5579
C2 0.74024 -0.94503 0.35150  -0.4099
C3 1.66962 1.18811 -0.28683  -0.6840
C4 -1.02343 1.39268 -0.27643  -0.0519
O1 -1.25732 -1.50229 1.45308  -0.7015
O2 -1.02358 -1.93508 -0.83541  -0.7013
N1 -1.61222 0.34760 -0.10688  -0.4241
H1 -2.16205 -1.15986 1.40451  0.4814
H2 -1.92974 -1.67756 -1.05712  0.4808
H3 1.15983 -0.83976 1.33795  0.2168
H4 1.36931 -1.27826 -0.45627  0.2182
H5 0.22707 1.28758 -0.18096  0.1821
H6 -1.42991 2.37660 -0.50000  0.2109
H7 1.84729 0.89756 -1.31718  0.2115
H8 1.65971 2.27447 -0.18397  0.2038
H9 2.39804 0.76747 0.39270  0.2094



Record 11
A molecular structure, C4H9NO2 at a distorted geometry. Source: OMol25; level of theory: wB97M-V/def2-TZVPD.

Relative energy (zero: lowest compared OMol25 entry of this formula, charge and spin) in kJ/mol: 831.32
Energy in eV: -9871.445
LUMO energy in eV: 0.90

Last column: natural (NBO) charge in e.
Geometry (Å):
C1 1.64753 -0.39633 0.19660  -0.0042
C2 -1.96645 0.48009 -0.82547  -0.6818
C3 1.79270 1.08835 0.37265  -0.6532
C4 -1.35949 -0.65843 -0.05416  0.6124
O1 0.00342 -1.83000 -0.14421  -0.4643
O2 0.22552 -0.46893 -0.64724  -0.3211
N1 -2.04059 -1.18452 0.88588  -0.6422
H1 -1.49337 -1.95770 1.28183  0.3738
H2 1.60601 -0.91852 1.14997  0.2096
H3 2.42875 -0.83804 -0.41220  0.2048
H4 -3.04177 0.53059 -0.65382  0.2444
H5 -1.79334 0.35209 -1.89615  0.2352
H6 -1.53613 1.42988 -0.49690  0.2305
H7 2.73733 1.28138 0.89490  0.2198
H8 0.95807 1.49814 0.94411  0.2182
H9 1.83181 1.59195 -0.59578  0.2181



Record 12
C4H9NO2 in the gas phase at a distorted geometry. Source: OMol25; level of theory: wB97M-V/def2-TZVPD.

Relative energy (zero: lowest compared OMol25 entry of this formula, charge and spin) in kJ/mol: 181.32
SMILES: C[C@@H](O)CNC=O
Energy in eV: -9878.181
LUMO energy in eV: 0.73

Last column: natural (NBO) charge in e.
Geometry (Å):
C1 -2.26193 -0.62642 -0.40301  -0.6209
C2 -0.72678 -0.32625 -0.40128  0.0811
O1 -0.59337 1.04075 -0.63933  -0.7602
C3 0.14696 -0.47231 0.89066  -0.1970
N1 1.59487 0.29685 0.87748  -0.6259
C4 2.28092 0.89918 -0.13031  0.5224
O2 1.84325 1.22042 -1.23224  -0.6334
H1 -2.54930 -1.68777 -0.37894  0.2069
H2 -2.64671 -0.21843 -1.35372  0.2339
H3 -2.80142 -0.09823 0.39134  0.2105
H4 -0.31414 -0.95663 -1.21304  0.1581
H5 0.35040 1.16795 -0.95858  0.4841
H6 -0.45708 -0.05881 1.71452  0.2117
H7 0.48746 -1.47910 1.10045  0.1942
H8 2.22915 0.17076 1.67488  0.3974
H9 3.35684 1.11756 0.04870  0.1369



Record 13
A molecular structure, C4H9NO2 at a distorted geometry. Source: OMol25; level of theory: wB97M-V/def2-TZVPD.

Relative energy (zero: lowest compared OMol25 entry of this formula, charge and spin) in kJ/mol: 439.12
Energy in eV: -9875.509
LUMO energy in eV: 0.37

Last column: natural (NBO) charge in e.
Geometry (Å):
C1 1.09849 -0.60514 1.21473  -0.0149
C2 -0.55190 -1.12315 0.39123  -0.1576
O1 2.04830 -0.77593 0.31630  -0.7509
O2 -0.13353 -2.08007 -0.52608  -0.7425
H1 0.84227 -2.07974 -0.52884  0.4859
H2 1.78634 -0.01314 -0.59447  0.4622
H3 1.09065 -1.37850 1.98620  0.1834
H4 0.95642 0.41372 1.59773  0.1433
H5 -0.96816 -1.57360 1.29847  0.1510
H6 -1.41344 -0.58883 -0.01459  0.1496
C3 -1.21711 1.84024 -0.75528  -0.7309
C4 -0.02041 1.01698 -0.89234  0.4619
N1 1.05227 0.80531 -1.32245  -0.4316
H7 -1.44746 2.00094 0.29774  0.2624
H8 -1.05683 2.80176 -1.24516  0.2654
H9 -2.06592 1.33913 -1.22319  0.2632



Record 14
A molecular structure, C4H9NO2 at a distorted geometry. Source: OMol25; level of theory: wB97M-V/def2-TZVPD.

Relative energy (zero: lowest compared OMol25 entry of this formula, charge and spin) in kJ/mol: 800.88
Energy in eV: -9871.760
LUMO energy in eV: -1.33

Last column: natural (NBO) charge in e.
Geometry (Å):
C1 2.53674 0.35447 0.29077  -0.4726
N1 1.55388 0.14132 -0.80102  -0.5799
C2 -2.34912 0.54325 -1.08087  -0.8756
C3 0.90569 -0.67333 0.03545  0.2706
C4 -0.33260 -0.41597 0.98861  0.5147
O1 -0.82121 -1.66555 1.22512  -0.5518
O2 -0.50126 0.74074 1.34021  -0.4834
H1 3.36284 0.92083 -0.13111  0.2437
H2 3.00586 -0.52878 0.71870  0.1904
H3 2.20860 1.07156 1.06252  0.1921
H4 -2.32745 -0.49804 -1.39722  0.2046
H5 -3.28860 1.00456 -1.35960  0.2339
H6 -2.21458 0.62040 0.01098  0.2064
H7 -1.45649 1.07154 -1.45115  0.2427
H8 1.09637 -1.74104 0.03705  0.1503
H9 -1.37866 -0.94595 0.51155  0.5141



Record 15
2 unconnected molecules or ions with the total composition C4H9NO2 at a distorted geometry. Source: OMol25; level of theory: wB97M-V/def2-TZVPD.

Relative energy (zero: lowest compared OMol25 entry of this formula, charge and spin) in kJ/mol: 89.94
SMILES: N/C=C/C(=O)O.C
Energy in eV: -9879.129
LUMO energy in eV: 0.81

Last column: natural (NBO) charge in e.
Geometry (Å):
N1 2.25304 0.22593 -0.32584  -0.7769
C1 0.94610 0.55751 -0.40258  0.1345
C2 0.08634 0.12501 -1.35893  -0.4954
C3 -1.32015 0.38889 -1.22713  0.7606
O1 -1.86359 0.85422 -0.24104  -0.6472
O2 -2.04947 -0.07479 -2.26832  -0.6907
H1 2.65494 -0.32712 -1.06340  0.3915
H2 2.86881 0.75688 0.26431  0.3977
H3 0.59801 1.27687 0.32486  0.2221
H4 0.40061 -0.50664 -2.17362  0.2162
H5 -2.98404 0.14303 -2.12188  0.4945
C4 -0.30407 -0.67547 2.11806  -0.8783
H6 -1.01431 -0.13437 1.43299  0.2521
H7 -0.90572 -1.18519 2.86640  0.2116
H8 0.25024 -1.42098 1.55695  0.2076
H9 0.38327 -0.00376 2.61917  0.2001



Record 16
C4H9NO2 in the gas phase. Source: OMol25; level of theory: wB97M-V/def2-TZVPD.

Relative energy (zero: lowest compared OMol25 entry of this formula, charge and spin) in kJ/mol: 249.94
SMILES: C[NH2+]/C=C(\[O-])OC
Energy in eV: -9877.470
LUMO energy in eV: 0.59

Last column: natural (NBO) charge in e.
Geometry (Å):
C1 0.47771 2.23654 -1.49053  -0.4099
N1 0.18065 1.62391 -0.17526  -0.5118
C2 0.87510 0.37122 0.10972  -0.4723
C3 -0.01947 -0.58791 0.55894  0.6707
O1 -1.25566 -0.39509 0.63461  -0.7681
O2 0.54951 -1.76982 0.92293  -0.5214
C4 -0.35564 -2.77407 1.34354  -0.2527
H1 1.52075 2.56034 -1.49167  0.2105
H2 -0.17457 3.09382 -1.67751  0.2048
H3 0.33700 1.46903 -2.25096  0.2298
H4 -0.81292 1.30574 -0.09208  0.4653
H5 0.32224 2.32029 0.56252  0.3919
H6 1.94432 0.33046 -0.00708  0.2116
H7 0.26580 -3.60948 1.67382  0.1841
H8 -1.00218 -3.09722 0.52119  0.1801
H9 -0.98676 -2.42685 2.16693  0.1875